# 1
This record from OMol25 describes a structure of composition C22H26N2O7P2Pb. The level of theory is ωB97M-V with the def2-TZVPD basis set.

Summary:
Molar mass, u: 699.61
Kohn-Sham gap, eV: 7.709
Total energy, Eh: -2365.9726
Spin multiplicity: 1
Max |F|, Eh/bohr: 0.0074
Relative energy (zero: lowest compared OMol25 entry of this formula, charge and spin), kJ/mol: 0.0

```
60
Properties=species:S:1:pos:R:3:forces:R:3:lowdin_charge:R:1
Pb 1.248511 0.996292 1.605587 0.0449 -0.1899 0.1007 1.3743
C -1.543781 4.752661 -1.797810 -0.0410 0.0118 0.0357 -0.0572
C -0.804563 4.060591 -0.666867 0.1748 -0.1164 -0.0330 -0.6017
O -1.135115 4.693516 0.571328 -0.1101 0.0607 0.0056 -0.0488
P 1.007317 4.260884 -0.788325 0.1509 0.0470 0.0551 0.4558
O 1.465570 3.805148 -2.237660 -0.0332 0.1593 -0.0196 -0.1043
O 1.282286 5.823232 -0.898098 -0.0288 -0.1231 -0.1025 -0.0846
O 1.713666 3.613125 0.339988 0.0036 -0.1138 -0.0515 -0.3603
P -1.255762 2.277372 -0.563217 -0.0845 0.0256 0.0266 0.3602
O -0.212592 1.661356 -1.679678 -0.0138 -0.0598 0.0618 -0.1743
O -2.647610 1.988309 -0.933415 0.0054 -0.0237 -0.0679 -0.2545
O -0.754223 1.842369 0.811848 0.1100 -0.0955 0.0345 -0.5316
H -1.258619 5.802820 -1.852351 0.0061 -0.0018 -0.0025 0.0860
H -2.613938 4.674312 -1.614109 0.0042 -0.0210 -0.0073 0.0906
H -1.320457 4.273357 -2.751021 -0.0106 0.0286 -0.0174 0.0889
H -1.011489 4.042347 1.276439 0.0556 -0.0181 0.0220 0.0835
H 1.004050 2.987106 -2.484631 -0.0122 -0.1014 0.0062 0.0601
H 1.294225 6.232250 -0.025433 0.0079 0.0568 0.0778 0.0984
H -0.623286 0.890200 -2.095263 0.0014 -0.0241 -0.0605 0.0821
N 2.937972 1.009005 -0.195425 -0.1540 0.2610 -0.2339 -0.0115
C 3.921623 0.064889 0.218648 -0.0293 -0.0038 0.0822 -0.2873
C 5.219553 0.491513 0.464321 -0.0033 0.0531 0.0239 -0.0291
C 6.162726 -0.391177 0.961996 -0.0096 -0.0363 0.0118 -0.0823
C 5.799093 -1.705061 1.215356 -0.0153 -0.0047 -0.0045 -0.0791
C 4.502059 -2.122221 0.962827 0.0042 0.0108 0.0057 -0.0295
C 3.532900 -1.255207 0.455175 -0.0066 -0.0124 0.0254 -0.1529
C 2.156737 -1.768880 0.166235 -0.0189 0.0040 0.0114 -0.2386
C 2.093320 -3.031870 -0.430034 0.0572 0.0053 -0.0231 -0.0711
C 0.869627 -3.652876 -0.594952 0.0057 0.0369 0.0305 -0.0777
C -0.291187 -3.019987 -0.195285 0.0045 -0.0330 -0.0230 -0.0357
C -0.245868 -1.721648 0.332676 0.0100 -0.0457 0.1253 -0.2909
C 0.994173 -1.070321 0.533576 -0.0986 0.0905 -0.0341 -0.2053
H 3.305760 1.940568 -0.349497 -0.0342 0.0385 0.0009 0.0827
H 2.400019 0.710295 -1.003877 0.0194 -0.0601 0.0161 0.1025
H 5.485803 1.522720 0.261807 0.0007 -0.0033 0.0034 0.1154
H 7.171842 -0.052958 1.155374 -0.0005 0.0092 -0.0095 0.1045
H 6.520660 -2.405503 1.614093 0.0051 0.0072 0.0050 0.1036
H 4.216187 -3.143002 1.180421 -0.0022 -0.0003 -0.0121 0.1164
H 3.003039 -3.519479 -0.756212 -0.0064 -0.0222 0.0308 0.1065
H 0.819952 -4.642385 -1.031848 -0.0210 0.0003 -0.0043 0.1051
H -1.244109 -3.523271 -0.295324 -0.0010 0.0145 -0.0333 0.1138
H -1.412772 -0.128695 0.930205 0.0140 0.0422 -0.0139 0.0814
C -2.605740 -2.012227 3.093374 -0.0211 -0.0097 -0.0488 -0.0348
C -3.308324 -2.188945 1.774634 0.0312 -0.0202 0.0111 -0.2026
C -4.550115 -2.808632 1.703112 -0.0234 -0.0027 -0.0141 -0.0510
C -5.180525 -2.980766 0.481717 0.0137 -0.0034 -0.0004 -0.0802
C -4.580177 -2.518510 -0.677929 -0.0444 -0.0108 0.0149 -0.0479
C -3.346147 -1.879065 -0.638472 0.0079 0.0258 -0.0295 -0.2058
C -2.740543 -1.325363 -1.898595 0.0007 0.0276 0.0394 -0.0292
C -2.710618 -1.730676 0.596902 -0.0334 -0.0461 0.0907 -0.1854
N -1.432573 -1.109160 0.695730 0.0224 0.1356 -0.1382 0.0719
H -3.168181 -2.486175 3.896751 0.0002 -0.0008 -0.0020 0.0741
H -2.491191 -0.953731 3.335358 0.0134 -0.0041 0.0217 0.0817
H -1.606126 -2.448456 3.061014 0.0090 0.0114 0.0169 0.0806
H -5.022541 -3.165305 2.610528 0.0185 0.0017 0.0108 0.1063
H -6.141759 -3.476454 0.433157 -0.0057 0.0119 -0.0005 0.1011
H -5.081767 -2.643228 -1.630218 0.0180 0.0032 -0.0084 0.1079
H -3.261329 -1.709244 -2.775091 -0.0018 -0.0149 -0.0002 0.0794
H -1.683894 -1.588821 -1.986311 -0.0121 0.0215 0.0021 0.0694
H -2.841751 -0.236941 -1.893205 0.0559 0.0213 -0.0098 0.0610
```
Positions in Å, forces in eV/Å.

---

# 2
This record from OMol25 describes a structure of composition CH2F3NO2S in a non-equilibrium geometry. The level of theory is ωB97M-V with the def2-TZVPD basis set.

Summary:
Molar mass, u: 149.09
Kohn-Sham gap (alpha / beta), eV: 8.361 / 8.359
Total energy, Eh: -942.1835
Spin multiplicity: 1
Max |F|, Eh/bohr: 0.0683
Relative energy (zero: lowest compared OMol25 entry of this formula, charge and spin), kJ/mol: 340.7

```
10
Properties=species:S:1:pos:R:3:forces:R:3:lowdin_charge:R:1
C -3.364430 -0.157326 0.177792 -0.5971 -0.3357 1.2375 -0.8992
N 0.236944 0.320407 -0.142311 -0.3179 1.9117 2.9275 -0.0448
O -1.287576 1.018351 -0.897760 0.4226 -0.3713 -1.1104 -0.5819
O 0.393715 0.592823 1.058489 -0.2666 -0.3300 -0.6558 -0.0341
F -4.605389 0.054421 0.727006 0.9429 0.1112 -0.8955 0.0686
F -2.759971 -1.017207 1.003484 0.3839 -0.5084 0.4673 0.0820
F -3.441823 -0.772067 -0.977114 -0.6487 -0.3475 -0.9438 0.1211
S -2.458169 1.370356 0.051131 -0.1043 1.4538 0.9071 1.0112
H 0.792886 0.834387 -0.780116 0.6343 0.4915 -1.2402 0.1466
H -0.110983 -0.560962 -0.372460 -0.4490 -2.0754 -0.6937 0.1306
```
Positions in Å, forces in eV/Å.

---

# 3
This record from OMol25 describes a structure of composition C24H29BIMgN10O5. The level of theory is ωB97M-V with the def2-TZVPD basis set.

Summary:
Molar mass, u: 699.58
Kohn-Sham gap (alpha / beta), eV: 5.535 / 6.678
Total energy, Eh: -2378.6504
Spin multiplicity: 2
Max |F|, Eh/bohr: 0.0057
Relative energy (zero: lowest compared OMol25 entry of this formula, charge and spin), kJ/mol: 0.0
Net charge: -2
<S²>: 0.7577

```
71
Properties=species:S:1:pos:R:3:forces:R:3:mulliken_spin:R:1
Mg 0.249822 0.676788 -1.430181 0.1306 0.0694 -0.0468 -0.0011
C -3.932929 -1.014518 0.273165 -0.0510 -0.0010 0.0049 0.0040
C -2.610383 -1.089207 0.960395 -0.0593 0.0741 0.0062 -0.0005
C -2.012390 -2.186997 1.615543 0.0610 -0.0063 -0.0528 0.0002
C -0.785860 -1.715168 2.013742 0.0437 -0.1076 0.0494 0.0006
N -0.687699 -0.426633 1.634262 -0.0985 0.0690 -0.0695 -0.0007
N -1.815774 -0.032704 0.998347 0.0165 0.0218 -0.0516 0.0004
B 0.484073 0.519455 1.921428 0.0115 0.1550 0.0584 0.0006
N 0.161714 1.930000 1.401921 0.0517 -0.0461 0.0551 0.0007
C 0.120593 3.065654 2.114029 -0.0214 0.0624 0.1820 0.0000
C -0.167812 4.102532 1.256440 0.0068 -0.0822 0.0388 0.0000
C -0.285257 3.493225 -0.002569 -0.0640 0.1629 -0.2376 -0.0001
C -0.563685 4.141296 -1.316270 -0.0104 0.1169 -0.0084 0.0000
N -0.086884 2.190234 0.101853 0.0828 -0.2331 -0.0313 -0.0001
N 1.778971 -0.004431 1.271632 -0.0418 -0.0638 -0.0742 0.0009
C 2.852170 -0.607721 1.802729 0.0857 -0.0067 0.1232 0.0000
C 3.731643 -0.900690 0.783562 -0.0536 0.0131 0.0687 0.0000
C 3.096272 -0.430605 -0.377344 0.1522 -0.0663 -0.1798 0.0003
C 3.579921 -0.486855 -1.787074 0.0759 0.0016 -0.0233 -0.0001
N 1.921250 0.092691 -0.072801 -0.1681 0.1060 0.0920 -0.0005
N 0.636654 0.611641 3.455257 -0.0944 -0.1263 0.1434 -0.0001
C -0.407896 0.558264 4.305824 -0.0095 -0.0353 0.0753 0.0000
C 0.044869 0.901669 5.559791 -0.0341 -0.0161 -0.0734 0.0000
C 1.414570 1.161393 5.371425 0.0800 0.0279 0.0100 0.0000
C 2.436595 1.557324 6.388871 -0.0013 0.0210 0.0565 0.0000
N 1.757972 0.995150 4.103845 0.0821 0.0844 -0.0637 0.0000
H -4.756451 -1.109444 0.984668 -0.0167 -0.0142 -0.0002 -0.0004
H -4.042508 -1.806023 -0.470024 0.0183 -0.0222 -0.0113 -0.0007
H -4.021892 -0.055001 -0.233580 0.0040 0.0194 0.0008 0.0009
H -2.407896 -3.180641 1.735221 -0.0173 -0.0539 0.0006 0.0000
H 0.025533 -2.199213 2.532722 0.0359 -0.0357 0.0146 0.0000
H 0.301672 3.054125 3.175659 0.0034 0.0272 0.0150 0.0000
H -0.276888 5.146513 1.491591 -0.0051 0.0349 0.0166 0.0000
H -0.899532 5.167054 -1.156038 -0.0092 -0.0050 -0.0231 0.0000
H -1.325016 3.593116 -1.868298 -0.0045 -0.0128 0.0079 -0.0001
H 0.334525 4.160828 -1.934568 0.0122 -0.0023 -0.0017 0.0000
H 2.928476 -0.735807 2.867514 0.0227 -0.0163 0.0126 0.0000
H 4.700509 -1.362566 0.860716 0.0272 -0.0212 0.0103 0.0000
H 4.664298 -0.365009 -1.810596 0.0084 -0.0046 -0.0233 0.0000
H 3.114262 0.297643 -2.382345 -0.0090 0.0052 0.0051 0.0000
H 3.334940 -1.450015 -2.238633 -0.0140 -0.0252 -0.0293 -0.0001
H -1.387527 0.290700 3.949918 -0.0672 -0.0184 0.0036 0.0000
H -0.523170 0.955430 6.472328 -0.0227 -0.0006 0.0367 0.0000
H 1.955782 1.866703 7.317480 -0.0090 0.0022 -0.0009 0.0000
H 3.044041 2.385483 6.024974 0.0162 0.0051 -0.0253 0.0000
H 3.110055 0.730172 6.620344 0.0055 -0.0216 -0.0019 0.0000
O 1.390353 2.954142 -4.526008 0.0516 0.0140 -0.0552 0.0001
C 0.905707 2.209974 -3.684195 -0.2283 0.0671 -0.1496 -0.0001
O 1.446169 1.824738 -2.592072 0.0308 -0.1355 0.1934 0.0002
C -0.558643 1.659649 -3.892934 0.1442 0.0555 -0.0290 0.0001
O -1.058824 1.578021 -4.999633 -0.0428 0.0190 -0.0191 0.0002
O -1.138127 1.300394 -2.782166 -0.0624 -0.1091 -0.0429 0.0005
I -5.403837 -4.816539 -3.277673 -0.0006 -0.0223 0.0074 0.4367
C -3.375588 -3.027240 -3.030307 0.0348 0.1050 -0.0188 0.5139
C -3.413461 -1.688380 -3.394463 -0.0765 -0.0271 -0.0292 -0.0261
N -2.300254 -1.067637 -2.975547 0.1225 0.0656 0.0466 0.0098
N -1.515627 -1.956021 -2.358970 0.0084 0.0551 -0.0152 0.0190
C -2.149971 -3.146384 -2.385459 0.0023 -0.0372 0.0556 0.0351
H -4.159965 -1.123216 -3.927399 -0.0272 0.0021 -0.0093 0.0008
H -1.962563 -0.063846 -3.028925 -0.0866 -0.0557 0.0350 0.0020
H -1.682083 -3.999975 -1.926846 -0.0280 -0.0266 0.0003 -0.0014
C 0.847299 -2.010620 -3.985419 -0.0173 -0.0211 -0.0356 -0.0007
O 0.602570 -1.100291 -2.933326 0.0201 -0.0294 -0.0983 0.0021
C -0.211958 -1.524376 -1.811420 0.0204 0.0068 0.0470 0.0037
C 0.420389 -2.721002 -1.133729 0.0379 0.0218 0.0447 -0.0017
H -0.090608 -2.373260 -4.421525 0.0411 -0.0057 0.0032 0.0000
H 1.441339 -2.871394 -3.655061 -0.0059 0.0294 -0.0286 0.0000
H 1.401654 -1.463900 -4.746977 0.0010 -0.0060 -0.0215 0.0000
H 0.540732 -3.607803 -1.774364 -0.0259 0.0109 -0.0328 0.0022
H -0.168675 -3.012891 -0.268222 -0.0603 -0.0330 0.0789 0.0007
H 1.410265 -2.437995 -0.774246 -0.0057 0.0218 0.0147 -0.0010
```
Positions in Å, forces in eV/Å.